17
Properties=species:S:1:pos:R:3:forces:R:3 method="wB97M-V/def2-TZVPD" smiles="C=C(Cl)C(SC)SC" spin_multiplicity=1 e_tot_ev=-39522.994 homo_energy_ev=-8.81 e_lumo_ev=0.768
Cl 1.833 -1.381 -1.353 -0.319 0.100 0.456
S -1.478 -0.632 -1.503 -0.465 -0.322 -0.174
S 0.224 1.720 -1.441 0.184 -0.214 -0.514
C -1.902 -1.959 -0.344 -0.251 -0.198 0.287
C 0.841 -0.688 -0.086 0.739 0.684 0.584
C 0.873 2.753 -0.139 -0.368 0.670 1.204
C 1.126 -0.875 1.211 1.165 -1.147 -0.710
C -0.272 0.239 -0.510 0.578 -0.267 0.948
H 1.046 3.793 -0.447 -0.048 -0.475 -0.562
H -2.691 -1.625 0.342 0.337 -0.037 -0.031
H -2.303 -2.806 -0.899 0.003 0.138 -0.238
H 0.542 -0.462 2.025 -0.075 0.121 -0.242
H 1.788 2.420 0.355 -0.098 -0.306 -0.252
H 1.990 -1.532 1.484 -0.917 0.688 -0.199
H -0.659 0.521 0.481 -0.494 0.376 -0.472
H -1.036 -2.343 0.213 -0.208 0.323 -0.197
H 0.079 2.856 0.611 0.237 -0.133 0.112